A cluster of 2 separate species, C5H14 in total in a non-equilibrium geometry, computed with ωB97M-V/def2-TZVPD.

Output
* relative energy (zero: lowest compared OMol25 entry of this formula, charge and spin): 0.367 eV
* calculated total energy: -198.473488 Ha
* <S²>: 0.754
* F_max: 0.0358 hartree/bohr
* spin multiplicity: 2
* net charge: +1

Bonds (Å) are listed after each position.
Atoms and positions in Å:
1 C 0.74776 -1.53562 -1.66139  C2 1.525, H3 1.094, H4 1.077, H5 1.107
2 C 0.75489 -0.32281 -2.58582  C1 1.525, H6 1.091, H7 1.090, H8 1.097
3 H 0.04179 -2.28598 -2.02893  C1 1.094
4 H 1.72478 -1.96237 -1.50698  C1 1.077
5 H 0.39042 -1.31496 -0.63685  C1 1.107
6 H 1.51539 0.38642 -2.25578  C2 1.091
7 H -0.19783 0.19129 -2.71357  C2 1.090
8 H 1.15701 -0.68787 -3.53843  C2 1.097
9 C -0.47071 1.16705 1.63002  C10 1.449, C11 1.485, H12 1.170, H13 1.110
10 C 0.21970 0.14798 2.39513  C9 1.449, H14 1.084, H15 1.099, H18 1.143
11 C -1.45040 0.75187 0.59468  C9 1.485, H16 1.089, H17 1.108, H19 1.104
12 H 0.43048 1.65549 1.06632  C9 1.170
13 H -0.81760 2.06850 2.17672  C9 1.110
14 H 0.24033 -0.82042 1.90874  C10 1.084
15 H 1.12090 0.53688 2.89044  C10 1.099
16 H -1.15672 -0.16799 0.09042  C11 1.089
17 H -1.47838 1.52285 -0.20033  C11 1.108
18 H -0.28850 -0.08841 3.39110  C10 1.143
19 H -2.48332 0.75811 0.98450  C11 1.104